# NO3S2

NO3S2 as an isolated structure in a non-equilibrium geometry (wB97M-V/def2-TZVPD, the Open Molecules 2025 dataset).

Output
E_HOMO (alpha / beta): -4.38 / -4.38 eV
LUMO energy (alpha / beta): 3.11 / 3.11 eV
Gap between HOMO and LUMO (alpha / beta): 7.49 / 7.49 eV
Relative energy (zero: lowest compared OMol25 entry of this formula, charge and spin): 72.6 kJ/mol
Calculated total energy: -1076.8616 Ha
Largest force on an atom: 3.4 eV/A
Total charge: -1

Each line ends with the Mulliken charge.
Positions of all 6 atoms, in Å:
1 N -2.074531 0.846464 -0.918809  -0.427
2 O 2.038199 0.314793 1.128760  -0.434
3 O -1.719789 -0.793835 1.041926  -0.607
4 O 1.945078 -0.618139 -1.097528  -0.423
5 S -1.170089 -0.030467 -0.154823  0.282
6 S 1.474401 0.386615 -0.198712  0.609

Atomic forces in eV per Å
1.119 -0.290 -0.088
-0.341 0.006 0.108
1.253 0.572 -1.346
0.129 -0.766 -0.723
-2.996 -0.504 1.620
0.836 0.983 0.430

=====

# C41H61IN6O4STeV

C41H61IN6O4STeV as an isolated structure in a non-equilibrium geometry (wB97M-V/def2-TZVPD, the Open Molecules 2025 dataset).

Output
E_HOMO (alpha / beta): -3.06 / -3.06 eV
Multiplicity: 3
LUMO energy (alpha / beta): 2.16 / 2.20 eV
Gap between HOMO and LUMO (alpha / beta): 5.22 / 5.26 eV
Relative energy (zero: lowest compared OMol25 entry of this formula, charge and spin): 0.0 kJ/mol
Calculated total energy: -4136.4902 Ha
Largest force on an atom: 2.4 eV/A
Total charge: -1
<S²>: 2.012

Each line ends with the Mulliken spin population.
Positions of all 116 atoms, in Å:
1 V -1.041195 -0.366428 -0.433444  1.865
2 C 1.370497 -2.483589 -3.040681  -0.007
3 C 2.615779 -2.447457 -2.155822  0.002
4 C 2.280124 -2.690956 -0.680944  0.005
5 C 3.446886 -1.184928 -2.330713  -0.016
6 C 4.772064 -1.373045 -2.704848  0.000
7 C 5.648301 -0.312775 -2.864827  0.001
8 C 5.186794 0.963973 -2.621683  0.001
9 C 3.865472 1.210228 -2.254739  0.010
10 C 3.520866 2.664790 -1.933770  -0.002
11 C 4.395932 3.203000 -0.796939  0.000
12 C 3.635484 3.556887 -3.174679  0.000
13 C 2.969132 0.126918 -2.139634  0.014
14 N 1.620253 0.367033 -1.738238  0.035
15 C 0.975088 1.261484 -2.385527  0.048
16 C -0.230398 1.932425 -1.956399  0.031
17 C -0.680412 3.098814 -2.539647  0.003
18 C -1.799750 3.522744 -1.793345  -0.002
19 C -1.996549 2.579464 -0.796105  0.025
20 N -1.039447 1.606986 -0.885195  0.024
21 C -3.053022 2.594796 0.290147  0.000
22 C -3.914971 3.848064 0.148407  -0.001
23 C -3.974274 1.371316 0.203540  0.078
24 C -2.364319 2.626621 1.662241  0.005
25 H 0.983659 -3.508187 -3.108391  0.001
26 H 1.602941 -2.154346 -4.057573  0.000
27 H 0.589856 -1.840014 -2.648814  0.038
28 H 3.255731 -3.269998 -2.484767  0.000
29 H 1.522148 -1.988274 -0.331750  0.064
30 H 3.151578 -2.549818 -0.043414  0.001
31 H 1.923529 -3.719388 -0.538499  0.001
32 H 5.121005 -2.385249 -2.874800  0.000
33 H 6.678543 -0.485597 -3.150551  0.000
34 H 5.872056 1.799619 -2.704437  0.000
35 H 2.487689 2.725322 -1.596890  -0.002
36 H 5.447419 3.240864 -1.089564  0.000
37 H 4.314366 2.568615 0.089495  0.000
38 H 4.089084 4.220023 -0.535047  0.000
39 H 4.671934 3.617678 -3.516723  0.000
40 H 3.293416 4.570551 -2.948967  0.000
41 H 3.035045 3.172146 -4.002464  0.000
42 H 1.362875 1.657183 -3.329810  0.014
43 H -0.224906 3.596819 -3.384440  0.000
44 H -2.378781 4.417062 -1.957339  0.001
45 H -4.393160 3.896125 -0.833159  0.000
46 H -3.319438 4.753292 0.286056  0.000
47 H -4.700205 3.836077 0.908439  0.000
48 H -4.553098 1.389658 -0.722484  0.007
49 H -4.671137 1.368890 1.045707  0.001
50 H -3.424209 0.430885 0.241791  0.021
51 H -1.672050 3.469681 1.720478  0.000
52 H -1.787376 1.720703 1.843407  0.009
53 H -3.111166 2.734438 2.455516  0.000
54 C -1.559619 -0.436760 -4.382960  -0.006
55 C -2.260874 -1.047489 -3.180990  -0.022
56 C -2.450045 -2.545756 -3.369022  -0.008
57 C -3.606784 -0.365886 -2.976011  0.016
58 O -1.464525 -0.801363 -2.017835  -0.220
59 H -2.128263 -0.663145 -5.286981  -0.001
60 H -0.552445 -0.843543 -4.487962  0.002
61 H -1.483736 0.646524 -4.268843  0.000
62 H -3.256624 -2.723955 -4.083194  -0.001
63 H -2.698291 -3.015232 -2.417246  0.002
64 H -1.536937 -3.008291 -3.751905  0.001
65 H -4.201628 -0.424463 -3.888988  -0.001
66 H -3.449197 0.684872 -2.721764  -0.005
67 H -4.155494 -0.842252 -2.159917  0.001
68 Te 3.724405 0.026525 1.816275  -0.004
69 C 5.481906 -1.133309 1.977106  0.000
70 C 6.435758 -1.433602 1.036437  0.000
71 C 7.468154 -2.303769 1.505306  0.000
72 C 7.299605 -2.669439 2.806100  0.000
73 S 5.877472 -1.942662 3.447010  0.000
74 H 6.388436 -1.041787 0.027613  0.000
75 H 8.298146 -2.639744 0.895558  0.000
76 H 7.923840 -3.307218 3.413552  0.000
77 N 1.758434 2.994470 0.901559  0.002
78 C 1.119598 2.377028 1.937378  0.000
79 N 0.883597 3.143635 3.056953  0.000
80 O 0.740639 1.221589 1.852343  0.036
81 H 2.281169 3.841397 1.021381  0.000
82 H 2.005407 2.376471 0.140920  -0.001
83 H 1.436342 3.964654 3.226441  0.000
84 H 0.584277 2.620647 3.861051  0.000
85 I 1.944041 -3.663060 6.736338  0.000
86 C 0.699299 -2.846617 5.272466  0.001
87 C 1.260804 -2.143339 4.220023  0.003
88 C 0.418458 -1.613443 3.249877  -0.006
89 C -0.957007 -1.804858 3.337443  0.004
90 C -1.504699 -2.501284 4.410295  0.001
91 C -0.677452 -3.023699 5.388579  0.000
92 C -1.848336 -1.336352 2.239608  -0.014
93 O -3.007246 -1.692169 2.144601  -0.007
94 O -1.256085 -0.573122 1.339355  -0.148
95 H 2.329844 -1.986439 4.132765  0.000
96 H 0.853517 -1.034213 2.444626  0.013
97 H -2.578656 -2.626602 4.466869  0.000
98 H -1.093363 -3.559036 6.230923  0.000
99 C -3.365755 -5.468685 -0.001261  0.001
100 C -1.979248 -4.914761 0.314065  0.005
101 C -1.710933 -5.014184 1.817913  -0.001
102 C -0.925031 -5.688151 -0.469199  0.001
103 N -2.003321 -3.512443 -0.153185  0.028
104 N -0.739533 -2.848413 -0.104744  0.019
105 H -3.428946 -6.526754 0.260065  0.000
106 H -3.584028 -5.349407 -1.064584  0.000
107 H -4.130111 -4.928205 0.564371  0.000
108 H -1.710928 -6.057309 2.142247  0.000
109 H -2.478931 -4.473504 2.375196  0.000
110 H -0.740722 -4.586461 2.087743  0.000
111 H -1.040981 -6.758661 -0.292756  0.000
112 H 0.087873 -5.411823 -0.168795  0.000
113 H -1.034901 -5.499277 -1.540851  0.000
114 H -2.636061 -2.974724 0.431416  0.018
115 H -0.169118 -3.194834 -0.866119  0.010
116 H -0.249257 -3.025311 0.772522  0.005

Atoms 1-6, force components in eV/Å:
1.415 0.107 0.132
0.097 -0.151 -0.094
-0.083 0.226 0.113
0.094 -0.148 -0.076
0.001 -0.101 -0.121
-0.032 0.020 -0.033

=====

# F3HN2

A 2-piece molecular cluster, F3HN2 overall in a non-equilibrium geometry (wB97M-V/def2-TZVPD, the Open Molecules 2025 dataset).

Output
E_HOMO (alpha / beta): -9.84 / -12.34 eV
Multiplicity: 3
LUMO energy (alpha / beta): 1.04 / -2.15 eV
Gap between HOMO and LUMO (alpha / beta): 10.88 / 10.19 eV
Relative energy (zero: lowest compared OMol25 entry of this formula, charge and spin): 201.3 kJ/mol
Calculated total energy: -409.3193 Ha
Largest force on an atom: 2.6 eV/A
<S²>: 2.008

Each line ends with the Mulliken spin population.
Positions of all 6 atoms, in Å:
1 N -0.143366 -0.611351 0.469883  0.752
2 N -0.826932 0.321334 -0.183140  0.133
3 F 0.152193 -0.075017 1.702995  0.053
4 F -0.785945 0.016537 -1.450848  0.016
5 F -0.170997 1.527938 -0.101315  0.072
6 H 1.775047 -1.179440 -0.437575  0.973

Atomic forces in eV per Å
0.545 -0.775 1.309
-1.009 1.220 2.039
-0.530 -0.284 -0.937
0.022 -0.898 -2.158
0.344 0.979 0.018
0.628 -0.243 -0.271

=====

# C30H27F3IrN4O6Si

C30H27F3IrN4O6Si as an isolated structure in a non-equilibrium geometry (wB97M-V/def2-TZVPD, the Open Molecules 2025 dataset).

Output
E_HOMO (alpha / beta): -8.10 / -8.10 eV
Multiplicity: 2
LUMO energy (alpha / beta): -2.30 / -2.72 eV
Gap between HOMO and LUMO (alpha / beta): 5.80 / 5.38 eV
Relative energy (zero: lowest compared OMol25 entry of this formula, charge and spin): 0.0 kJ/mol
Calculated total energy: -2523.3918 Ha
Largest force on an atom: 1.3 eV/A
<S²>: 0.757

Each line ends with the Mulliken spin population.
Positions of all 72 atoms, in Å:
1 Ir 0.427691 -0.633260 -1.206979  0.612
2 O 1.987577 5.647186 2.936741  0.000
3 C 2.592068 4.533898 3.322376  0.000
4 O 3.364220 4.514900 4.244055  0.000
5 C 2.289866 3.272976 2.563940  0.000
6 C 1.021374 2.950410 2.098640  -0.003
7 C 0.793232 1.717134 1.514726  -0.014
8 C 1.841503 0.819740 1.350753  0.025
9 C 3.129544 1.174184 1.750216  -0.001
10 C 3.339446 2.377553 2.390891  0.001
11 N 1.611934 -0.404039 0.673810  0.003
12 C 2.440588 -1.366245 0.769030  -0.004
13 C 2.325182 -2.517254 -0.118576  0.000
14 C 3.158088 -3.616308 0.000846  0.000
15 C 2.971123 -4.695855 -0.845918  0.000
16 C 1.947075 -4.647306 -1.776112  0.000
17 C 1.157626 -3.512847 -1.851229  -0.008
18 N 1.350020 -2.464905 -1.051607  -0.019
19 H 1.593494 5.603208 2.041858  0.000
20 H 0.204474 3.652523 2.204153  0.000
21 H -0.193753 1.452086 1.156415  0.000
22 H 3.972906 0.529644 1.538912  0.000
23 H 4.322417 2.651840 2.747522  0.000
24 H 3.263379 -1.356564 1.480659  0.001
25 H 3.935157 -3.617847 0.752821  0.000
26 H 3.610568 -5.564881 -0.774041  0.000
27 H 1.756133 -5.470200 -2.449141  0.000
28 H 0.351693 -3.434881 -2.563370  -0.002
29 O -0.608829 6.376626 -1.712060  0.000
30 C -0.259148 5.621681 -0.806630  0.000
31 O 0.149003 5.864667 0.356777  0.000
32 C -0.160996 4.148296 -1.140267  0.000
33 C -1.309970 3.361500 -1.155252  0.000
34 C -1.213046 1.993502 -1.264616  -0.011
35 N -0.035812 1.374512 -1.377335  0.002
36 C 1.069597 2.129589 -1.531042  0.003
37 C 1.046419 3.494427 -1.400443  -0.002
38 C 2.344716 1.380633 -1.829965  -0.004
39 O 3.396547 1.938285 -2.004480  0.006
40 O 2.190148 0.067713 -1.860906  0.013
41 H -2.284590 3.820257 -1.053595  0.000
42 H -2.093318 1.374162 -1.248287  0.003
43 H 1.981289 4.032624 -1.482812  0.000
44 C -0.549449 -4.076303 0.916485  0.009
45 Si -1.374182 -2.406571 1.131696  0.000
46 C -3.185079 -2.821314 1.371312  0.000
47 C -0.750820 -1.614998 2.708314  0.009
48 N -1.231535 -1.307020 -0.302996  0.407
49 C -2.505888 -0.778624 -0.624517  -0.044
50 C -3.185137 0.082852 0.243664  0.014
51 C -4.414529 0.619730 -0.089598  -0.008
52 C -5.011659 0.285108 -1.301040  0.017
53 C -4.388867 -0.612189 -2.151103  -0.009
54 C -3.163554 -1.139001 -1.791324  0.015
55 F -2.611734 -2.089099 -2.578412  0.000
56 H -0.660604 -4.587159 1.877626  0.000
57 H 0.507445 -4.091678 0.669588  0.000
58 H -1.086269 -4.668054 0.171438  -0.001
59 H -3.226866 -3.770510 1.912814  0.000
60 H -3.729810 -2.951061 0.434307  -0.001
61 H -3.716901 -2.076727 1.964171  0.000
62 H -1.242582 -2.142168 3.531174  0.000
63 H -1.004325 -0.559830 2.802886  0.001
64 H 0.325551 -1.715069 2.850323  0.001
65 H -2.703553 0.359125 1.175384  0.002
66 H -4.901060 1.307308 0.588590  0.000
67 H -5.968169 0.708064 -1.575054  0.001
68 H -4.836585 -0.927172 -3.084035  0.000
69 F 1.020660 -1.498821 -3.823823  -0.001
70 C -0.038976 -0.884924 -3.190839  -0.013
71 F -0.228550 0.292499 -3.845897  0.000
72 H -0.913605 -1.509760 -3.381612  -0.003

Atoms 1-6, force components in eV/Å:
-0.009 -0.105 0.041
-0.115 0.283 -0.257
0.198 -0.060 -0.155
-0.088 0.026 0.079
0.006 -0.124 -0.013
-0.095 0.078 0.162

=====

Question: Number 4 is which compound?
Answer: C30H27F3IrN4O6Si